P) Computed, not measured: C3H5NO3 in the gas phase, with ωB97M-V/def2-TZVPD.

Atoms and positions in Å:
O  -1.08716  1.66488  0.93108
H  -1.34958  0.29353  -1.45009
H  0.99050  -2.16886  0.24818
O  1.11135  1.90387  0.73990
H  -1.30883  -1.25564  -1.25836
C  0.10718  1.26851  0.52164
C  1.09530  -1.11824  0.30781
H  1.80176  -0.73612  0.99766
O  1.37329  -0.42320  -0.87960
C  0.17092  -0.09313  -0.19923
H  -1.79250  1.08216  0.83957
N  -1.11222  -0.41776  -0.79856

As for the SMILES: N[C@@]1(C(=O)O)CO1. For the HOMO energy, the calculation gives -10.29 eV. The frontier orbital gap is 10.94 eV. Its LUMO energy is 0.658 eV.

natural (NBO) atomic charge list, values in e, 6 entries: -0.66, 0.37, 0.19, -0.54, 0.39, 0.75

***

Q) Computed, not measured: C3H5NO3 in the gas phase, with ωB97M-V/def2-TZVPD.

Atoms and positions in Å:
C  0.59557  -0.91379  -0.24900
C  -0.32451  0.27714  -0.38032
H  0.37166  -1.98446  -0.24269
O  1.80441  1.09784  0.03539
N  1.85619  -0.59976  -0.02211
O  0.41207  1.35246  0.08989
C  -1.64104  0.29569  0.39228
H  -1.51285  -0.00515  1.33451
H  -0.33910  0.45733  -1.48877
O  2.92231  -1.04741  0.17464
H  -2.36795  -0.22490  -0.16823
H  -1.77674  1.29503  0.52441

As for the SMILES: C[C@@H]1C=[N+]([O-])OO1. For the HOMO energy, the calculation gives -9.22 eV. The frontier orbital gap is 9.75 eV. Its LUMO energy is 0.529 eV.

natural (NBO) atomic charge list, values in e, 6 entries: -0.12, 0.06, 0.24, -0.21, 0.37, -0.27

***

R) Computed, not measured: C3H5NO3 in the gas phase, with ωB97M-V/def2-TZVPD.

Atoms and positions in Å:
H  -1.32577  -0.14756  0.87582
O  -1.63465  -1.10905  -1.26328
N  -0.70919  0.33396  0.23133
H  1.00238  1.36931  -0.24146
O  -0.09218  0.36516  -1.94234
H  0.24760  1.96537  1.13311
C  0.47830  1.01822  0.63499
O  1.31407  -0.84820  1.90212
H  -0.43854  0.11228  -2.81335
H  2.15556  0.95735  2.03724
C  1.39468  0.30539  1.58512
C  -0.86480  -0.21304  -1.00524

As for the SMILES: O=CCNC(=O)O. For the HOMO energy, the calculation gives -10.00 eV. The frontier orbital gap is 10.61 eV. Its LUMO energy is 0.612 eV.

natural (NBO) atomic charge list, values in e, 6 entries: 0.42, -0.64, -0.63, 0.26, -0.71, 0.21

***

Short version: Q) is the least stable of them.

***

P) Computed, not measured: C3H5NO3 in the gas phase, with ωB97M-V/def2-TZVPD.

Atoms and positions in Å:
H  -0.68474  -1.21564  -0.37623
C  1.29826  0.66180  0.09116
C  -0.28632  0.76906  0.15819
O  -4.42928  -0.05097  0.01941
O  1.69820  -0.68478  0.03459
H  1.35409  1.20778  -0.98805
H  1.80490  1.34363  0.87095
N  -0.95743  -0.30138  -0.08866
O  -2.34183  -0.19743  -0.48119
H  2.23082  -0.69500  0.81372
H  -4.52935  -0.10904  -1.02920
C  -3.28231  -0.12026  0.50443

For the HOMO energy, the calculation gives -8.60 eV. The frontier orbital gap is 9.30 eV. Its LUMO energy is 0.697 eV.

natural (NBO) atomic charge list, values in e, 6 entries: 0.39, -0.18, 0.08, -0.65, -0.72, 0.21

***

Q) Computed, not measured: C3H5NO3 as an isolated structure, with ωB97M-V/def2-TZVPD.

Atoms and positions in Å:
H  -0.49751  -0.70692  1.60766
O  -2.58714  0.47047  -0.92675
C  1.89406  -0.09332  -0.23435
O  -0.15534  1.28539  0.61724
H  0.28404  0.38223  -1.39109
H  2.54954  0.72247  -0.83923
O  -2.94868  -1.01690  0.66084
H  2.12118  -0.02033  0.86008
C  0.41694  0.32230  -0.31031
N  -2.36037  -0.21972  0.03302
C  -0.58966  -0.03099  0.68657
H  1.87295  -1.09468  -0.76369

For the HOMO energy, the calculation gives -9.84 eV. The frontier orbital gap is 10.57 eV. Its LUMO energy is 0.729 eV.

natural (NBO) atomic charge list, values in e, 6 entries: 0.21, -0.36, -0.64, -0.45, 0.20, 0.23

***

Short version: P) is the least stable of them.

***

P) Computed, not measured: a 2-piece molecular cluster, C3H5NO3 overall, with ωB97M-V/def2-TZVPD.

Atoms and positions in Å:
O  -4.59566  0.80924  -0.03785
H  0.73274  -0.61355  -0.66370
H  0.61437  -1.37184  1.62794
O  -1.77447  0.80898  -0.28674
N  -1.02940  0.14282  -0.93987
H  -0.99639  -0.52932  1.54570
H  -0.48472  -1.76895  -0.92502
O  -3.91013  -1.29487  0.38300
C  -0.24339  -0.95852  -0.33894
H  -0.82405  -2.21666  1.16865
C  -0.34290  -1.29193  1.18332
C  -4.24773  -0.22270  0.24382

As for the SMILES: CCN=O.O=C=O. For the HOMO energy, the calculation gives -9.06 eV. The frontier orbital gap is 9.31 eV. Its LUMO energy is 0.249 eV.

natural (NBO) atomic charge list, values in e, 6 entries: -0.49, 0.22, 0.22, -0.31, 0.16, 0.23

***

Q) Computed, not measured: a 2-piece molecular cluster, C3H5NO3 overall, with ωB97M-V/def2-TZVPD.

Atoms and positions in Å:
N  1.20417  -2.64878  0.12713
C  -0.29268  0.57018  -0.77103
O  0.11379  -0.51101  0.04347
H  -1.03474  0.29594  1.38289
H  -0.86312  0.23242  -1.64087
O  -1.44739  1.17385  1.25571
H  2.49642  -1.00698  0.90854
C  1.79418  -1.72171  0.53693
C  -1.16370  1.56603  0.00735
H  0.58180  1.11506  -1.14116
O  -1.52806  2.61106  -0.45248
H  0.13932  -1.67606  -0.25648

As for the SMILES: O=C(O)CO.C#N. For the HOMO energy, the calculation gives -10.06 eV. The frontier orbital gap is 10.52 eV. Its LUMO energy is 0.458 eV.

natural (NBO) atomic charge list, values in e, 6 entries: -0.44, -0.19, -0.83, 0.51, 0.21, -0.67

***

Short version: Q) is the least stable of them.

***

P) Computed, not measured: C3H5NO3 in the gas phase, with ωB97M-V/def2-TZVPD.

Atoms and positions in Å:
C  -0.99620  -0.48740  -0.27286
H  2.57863  -0.46070  -0.03136
O  -1.81092  0.46245  0.03843
H  -0.26091  3.09957  0.06407
O  -1.10385  -1.70584  0.44701
H  1.43096  -1.72020  0.29208
O  0.14979  2.43858  -0.51960
C  0.57934  0.05814  -0.04189
C  0.28290  1.32384  0.10011
N  1.62148  -0.76927  0.00899
H  -0.89521  -0.78225  -1.34087
H  -1.57600  -1.45691  1.25588

For the HOMO energy, the calculation gives -8.25 eV. The frontier orbital gap is 8.40 eV. Its LUMO energy is 0.151 eV.

natural (NBO) atomic charge list, values in e, 6 entries: 0.47, 0.40, -0.82, 0.51, -0.75, 0.42

***

Q) Computed, not measured: C3H5NO3 in the gas phase, with ωB97M-V/def2-TZVPD.

Atoms and positions in Å:
O  -0.91814  -0.97000  0.75557
H  1.34704  3.45123  -0.92506
H  -0.20142  3.21115  0.16043
C  0.65534  2.79298  -0.42673
N  0.88407  1.57731  -0.58673
C  0.01653  -0.45960  -0.04047
O  0.77094  -1.03826  -0.75086
C  -0.99199  -2.42125  0.75912
O  -0.14117  0.88806  0.09476
H  -1.17277  -2.75697  -0.26574
H  -0.09649  -2.86590  1.18280
H  -1.83723  -2.59174  1.40743

As for the SMILES: C=NOC(=O)OC. For the HOMO energy, the calculation gives -10.85 eV. The frontier orbital gap is 11.81 eV. Its LUMO energy is 0.952 eV.

natural (NBO) atomic charge list, values in e, 6 entries: -0.50, 0.20, 0.19, -0.11, -0.09, 0.97

***

Short version: P) is the least stable of them.

***

P) Computed, not measured: a 2-piece molecular cluster, C3H5NO3 overall, with ωB97M-V/def2-TZVPD.

Atoms and positions in Å:
O  -0.40100  -1.81435  1.55223
H  0.15010  0.61308  -0.92049
O  -1.77802  1.04295  -0.15457
H  1.46977  -2.29649  -0.78347
H  -1.45384  0.87614  1.71315
C  1.11196  -0.08349  -1.05493
O  -1.76105  2.72610  1.16235
C  0.85237  -1.37909  -0.47954
C  0.22166  -1.59882  0.57285
H  1.31266  -0.12451  -2.06632
N  -1.63475  1.56497  0.90294
H  1.91015  0.47351  -0.44421

As for the SMILES: O=[NH+][O-].CC=C=O. For the HOMO energy, the calculation gives -9.12 eV. The frontier orbital gap is 9.21 eV. Its LUMO energy is 0.086 eV.

natural (NBO) atomic charge list, values in e, 6 entries: -0.50, 0.23, -0.36, 0.27, 0.32, -0.61

***

Q) Computed, not measured: C3H5NO3 in the gas phase, with ωB97M-V/def2-TZVPD.

Atoms and positions in Å:
H  0.88282  -0.28175  -1.17790
H  0.35269  -1.88636  0.13485
H  1.06575  1.46517  -0.52113
C  -0.98077  0.52006  -0.52580
H  1.26072  0.57253  1.56031
O  -1.31496  1.24442  -1.61476
O  -1.69380  0.06832  0.30422
N  0.96746  -0.08634  0.86404
O  0.44125  -1.99291  2.09557
C  0.67920  -1.37762  1.08178
C  0.60372  0.48223  -0.45641
H  -2.26407  1.27226  -1.74477

As for the SMILES: O=CNCC(=O)O. For the HOMO energy, the calculation gives -9.77 eV. The frontier orbital gap is 10.23 eV. Its LUMO energy is 0.459 eV.

natural (NBO) atomic charge list, values in e, 6 entries: 0.23, 0.08, 0.24, 0.78, 0.41, -0.69

***

Short version: P) is the least stable of them.

***

P) Computed, not measured: C3H5NO3 as an isolated structure, with ωB97M-V/def2-TZVPD.

Atoms and positions in Å:
C  0.64835  1.68569  -0.19290
C  -2.17783  -0.25370  0.91875
O  -0.19018  1.30683  0.47961
N  2.31563  -1.32654  -1.29114
H  1.91050  -1.25657  -2.23886
H  -1.55749  -0.53261  1.79041
H  -2.24574  -1.31346  0.50140
O  2.78543  -0.11817  0.62658
H  -3.22963  0.06025  1.13018
C  2.51861  -0.54869  -0.41320
H  0.78461  1.83920  -1.25151
O  -1.56226  0.45778  -0.05930

For the HOMO energy (alpha / beta), the calculation gives -9.00 / -8.26 eV. The frontier orbital gap (alpha / beta) is 9.21 / 8.44 eV. Its LUMO energy (alpha / beta) is 0.210 / 0.186 eV.

natural (NBO) atomic charge list, values in e, 6 entries: 0.33, -0.29, -0.25, -0.76, 0.43, 0.19

***

Q) Computed, not measured: a 3-piece molecular cluster, C3H5NO3 overall, with ωB97M-V/def2-TZVPD.

Atoms and positions in Å:
H  -0.10809  -0.45937  2.06267
O  1.39675  0.14955  -1.57936
C  -0.46616  0.53142  1.76323
C  1.67485  0.40159  -0.47072
C  -0.66371  -1.23681  -2.27068
H  -0.94375  0.05667  -0.14706
O  -0.35488  0.71538  0.36507
H  -1.50482  0.66173  2.08283
H  0.15735  1.28818  2.24006
H  -0.15138  -1.43497  -3.17601
N  -1.35243  -1.13905  -1.35764
O  2.31627  0.46568  0.48761

As for the SMILES: O=C=O.C#N.CO. For the HOMO energy, the calculation gives -10.52 eV. The frontier orbital gap is 11.32 eV. Its LUMO energy is 0.794 eV.

natural (NBO) atomic charge list, values in e, 6 entries: 0.17, -0.59, -0.25, 1.06, 0.18, 0.51

***

R) Computed, not measured: C3H5NO3 in the gas phase, with ωB97M-V/def2-TZVPD.

Atoms and positions in Å:
O  1.22622  0.81215  1.11735
H  0.23597  -0.17338  -2.19584
H  1.68431  0.66810  1.88296
H  -2.28230  0.69621  -1.66717
H  0.28895  1.25706  -1.00407
N  -2.06267  0.74003  0.31630
O  0.29737  -0.68013  -0.34102
H  0.71828  -2.32031  1.44436
C  -1.69719  0.54939  -0.82031
O  0.97871  -1.39550  1.70108
C  -0.13438  0.23152  -1.24204
C  0.74672  -0.38513  0.80840

For the HOMO energy (alpha / beta), the calculation gives -6.26 / -6.26 eV. The frontier orbital gap (alpha / beta) is 6.17 / 6.18 eV. Its LUMO energy (alpha / beta) is -0.086 / -0.086 eV.

natural (NBO) atomic charge list, values in e, 6 entries: -0.60, 0.20, 0.50, 0.13, 0.20, -0.59

***

Short version: P) is the least stable of them.